# 1
Here is 5 unconnected molecules or ions with the total composition C39H78F3NO17SSi in a non-equilibrium geometry from the OMol25 dataset. Energies are from the ωB97M-V functional and the def2-TZVPD basis.

XYZ file:
```
140
Properties=species:S:1:pos:R:3:lowdin_charge:R:1
C 4.355 5.358 -2.680 -0.125
O 3.300 6.138 -2.059 -0.242
C 2.045 5.387 -2.130 -0.221
C 0.859 6.457 -1.923 -0.155
C -0.550 5.936 -2.559 -0.231
C -1.460 5.171 -1.479 -0.241
Si -3.017 4.331 -2.204 0.603
C -2.619 3.542 -3.896 -0.213
C -1.220 2.709 -3.912 -0.302
N -0.553 2.699 -5.255 -0.035
O -4.442 5.327 -2.188 -0.147
C -4.722 5.879 -3.475 -0.411
O -5.627 5.417 -4.208 0.087
C -3.829 7.158 -3.878 -0.090
C -3.495 8.116 -2.676 -0.006
C -2.602 9.333 -3.000 -0.065
C -2.067 9.584 -4.433 -0.050
C -2.465 8.622 -5.607 -0.047
C -3.360 7.386 -5.330 -0.007
S -3.469 2.653 -0.834 0.753
O -2.395 2.616 0.220 -0.373
O -3.636 1.363 -1.593 -0.364
C -5.088 3.075 0.059 -0.448
F -6.171 3.228 -0.864 0.059
F -5.469 2.073 0.977 0.077
F -4.890 4.317 0.750 0.046
H 4.286 5.374 -3.824 0.096
H 5.377 5.773 -2.391 0.095
H 4.283 4.281 -2.289 0.094
H 1.985 4.659 -1.243 0.133
H 1.945 4.857 -3.147 0.127
H 0.708 6.691 -0.813 0.116
H 1.154 7.456 -2.421 0.120
H -1.059 6.895 -2.956 0.085
H -0.349 5.301 -3.503 0.101
H -0.806 4.333 -1.029 0.092
H -1.752 5.887 -0.638 0.102
H -3.439 2.752 -4.108 0.106
H -2.601 4.269 -4.776 0.085
H -1.418 1.625 -3.604 0.119
H -0.444 3.137 -3.173 0.092
H -1.064 3.264 -5.946 0.055
H -0.530 1.724 -5.609 0.071
H -3.857 7.925 -1.613 0.113
H -2.309 10.034 -2.151 0.094
H -1.385 10.461 -4.669 0.090
H -2.096 8.797 -6.670 0.090
H -3.681 6.634 -6.140 0.115
C 3.340 -2.179 -3.800 -0.110
O 4.400 -1.273 -4.038 -0.204
C 3.945 0.075 -4.094 -0.198
C 5.129 1.036 -4.098 -0.174
O 5.627 1.308 -2.788 -0.145
C 6.405 0.265 -2.199 -0.173
C 7.811 0.174 -2.781 -0.198
O 7.802 -0.583 -3.988 -0.205
C 9.044 -0.517 -4.662 -0.111
H 2.579 -2.100 -4.582 0.086
H 3.749 -3.191 -3.807 0.089
H 2.894 -1.992 -2.817 0.083
H 3.298 0.286 -3.233 0.129
H 3.373 0.200 -5.021 0.124
H 4.779 2.000 -4.478 0.121
H 5.928 0.698 -4.761 0.122
H 5.881 -0.692 -2.245 0.122
H 6.494 0.534 -1.143 0.126
H 8.466 -0.339 -2.067 0.124
H 8.199 1.180 -2.978 0.128
H 9.256 0.512 -4.971 0.087
H 8.980 -1.141 -5.555 0.088
H 9.850 -0.894 -4.026 0.086
C -2.588 3.467 3.215 -0.108
O -2.215 2.550 4.225 -0.195
C -1.973 1.249 3.697 -0.193
C -1.336 0.357 4.755 -0.166
O 0.079 0.530 4.848 -0.135
C 0.508 1.718 5.514 -0.176
C 0.358 1.635 7.029 -0.200
O -0.975 1.961 7.415 -0.205
C -1.207 1.698 8.785 -0.112
H -3.490 3.128 2.697 0.064
H -2.795 4.430 3.687 0.091
H -1.769 3.600 2.502 0.080
H -1.315 1.319 2.823 0.122
H -2.938 0.823 3.396 0.123
H -1.478 -0.683 4.448 0.126
H -1.813 0.474 5.730 0.121
H 0.015 2.600 5.101 0.122
H 1.574 1.805 5.286 0.125
H 1.031 2.361 7.500 0.123
H 0.606 0.625 7.374 0.128
H -1.103 0.628 8.992 0.087
H -2.229 1.999 9.021 0.088
H -0.517 2.272 9.411 0.085
C -2.415 -0.480 0.485 -0.117
O -1.856 -1.760 0.725 -0.197
C -2.798 -2.803 0.501 -0.193
C -2.101 -4.158 0.522 -0.180
O -1.502 -4.493 -0.731 -0.140
C -0.285 -3.810 -1.030 -0.170
C 0.905 -4.352 -0.247 -0.192
O 0.954 -3.766 1.051 -0.194
C 1.917 -4.390 1.878 -0.100
H -3.284 -0.310 1.130 0.088
H -1.657 0.271 0.711 0.073
H -2.698 -0.381 -0.565 0.065
H -3.296 -2.654 -0.465 0.132
H -3.541 -2.764 1.307 0.125
H -2.862 -4.925 0.691 0.122
H -1.379 -4.234 1.337 0.118
H -0.397 -2.731 -0.908 0.122
H -0.103 -3.999 -2.092 0.124
H 1.834 -4.090 -0.769 0.120
H 0.829 -5.440 -0.158 0.101
H 1.652 -5.439 2.048 0.062
H 1.927 -3.875 2.840 0.094
H 2.914 -4.320 1.431 0.088
C -0.376 -7.950 0.811 -0.092
O -0.403 -8.428 2.143 -0.196
C -0.625 -7.377 3.080 -0.188
C -0.898 -7.953 4.464 -0.171
O -2.261 -8.338 4.646 -0.136
C -2.644 -9.555 4.005 -0.175
C -2.134 -10.793 4.733 -0.199
O -0.790 -11.076 4.353 -0.205
C -0.216 -12.090 5.155 -0.112
H 0.409 -7.200 0.685 0.060
H -0.166 -8.793 0.150 0.093
H -1.349 -7.530 0.538 0.091
H -1.474 -6.763 2.757 0.128
H 0.282 -6.762 3.115 0.108
H -0.723 -7.161 5.198 0.127
H -0.220 -8.774 4.707 0.122
H -2.358 -9.553 2.952 0.122
H -3.737 -9.568 4.044 0.125
H -2.751 -11.657 4.456 0.124
H -2.187 -10.638 5.817 0.129
H -0.156 -11.763 6.198 0.087
H 0.795 -12.279 4.792 0.088
H -0.796 -13.015 5.082 0.085
```

For the orbital gap, the calculation gives 8.215 eV. Its highest occupied orbital energy is -9.01 eV. The structure (SMILES) is COCCCC[Si@](CCN)(OC(=O)c1ccccc1)S(=O)(=O)C(F)(F)F.COCCOCCOC.COCCOCCOC.COCCOCCOC.COCCOCCOC. The total energy comes out at -104858.5368 eV.



# 2
Here is 2 unconnected molecules or ions with the total composition CH7NO in a non-equilibrium geometry from the OMol25 dataset. Energies are from the ωB97M-V functional and the def2-TZVPD basis.

XYZ file:
```
10
Properties=species:S:1:pos:R:3:lowdin_charge:R:1
C 0.868 1.572 -1.697 -0.194
N 1.605 2.007 -0.489 -0.075
H -0.196 1.507 -1.460 0.062
H 1.116 0.606 -2.124 0.064
H 0.948 2.341 -2.447 0.051
H 2.598 1.889 -0.609 0.045
H 1.372 2.976 -0.330 0.048
H -2.184 -4.561 2.652 0.020
H -3.147 -3.699 3.334 0.037
O -2.978 -4.637 3.171 -0.057
```

For the orbital gap, the calculation gives 10.352 eV. As for the energy above the lowest of the compared OMol25 structures with the same formula, charge and spin: 6.9 kcal per mole. Its highest occupied orbital energy is -9.26 eV. The structure (SMILES) is CN.O. The total energy comes out at -4687.6285 eV.



Which value of highest occupied orbital energy does entry 2 give?
-9.26 eV



What is the orbital gap in the second record?
10.352 eV



The highest highest occupied orbital energy belongs to which entry?
C39H78F3NO17SSi



The highest highest occupied orbital energy belongs to which entry?
C39H78F3NO17SSi